a) Formula: C4H10N3O
Source: the OMol25 dataset
Level of theory: ωB97M-V with the def2-TZVPD basis set

Last columns: bonded neighbours and bond lengths (Å).
CARTESIAN COORDINATES (ANGSTROEM)
1 C -0.114 1.775 -0.404  C2 1.465, N5 1.296, H9 1.101
2 C 0.397 0.527 -0.973  C1 1.465, C3 1.472, H10 1.093, H11 1.116
3 C -0.667 -0.444 -0.674  C2 1.472, N6 1.304, O8 1.348
4 C -2.596 -0.480 0.792  N6 1.407, H12 1.100, H13 1.029, H14 1.128
5 N -1.139 1.486 0.336  C1 1.296, N6 1.419
6 N -1.516 0.134 0.129  C3 1.304, C4 1.407, N5 1.419
7 N 2.960 -0.079 0.621  H15 1.040, H16 0.978, H17 1.009
8 O -0.654 -1.780 -0.849  C3 1.348, H18 1.012
9 H 0.388 2.752 -0.477  C1 1.101
10 H 0.593 0.738 -2.027  C2 1.093
11 H 1.396 0.328 -0.514  C2 1.116
12 H -2.713 -1.489 0.371  C4 1.100
13 H -2.591 -0.318 1.808  C4 1.029
14 H -3.595 -0.107 0.424  C4 1.128
15 H 3.066 -1.099 0.796  N7 1.040
16 H 2.814 0.104 1.570  N7 0.978
17 H 3.854 0.263 0.305  N7 1.009
18 H 0.116 -2.310 -1.235  O8 1.012

Computed properties:
E_LUMO in Ha: -0.1457
Net charge: +1
2S+1: 1
Orbital gap in eV: 10.6

Atom charges from the natural (NBO) analysis, given in e for atoms 1 to 8: 0.131, -0.648, 0.684, -0.445, -0.208, -0.160, -1.076, -0.647

***

b) Formula: C4H10N3O
Source: the OMol25 dataset
Level of theory: ωB97M-V with the def2-TZVPD basis set

Last columns: bonded neighbours and bond lengths (Å).
CARTESIAN COORDINATES (ANGSTROEM)
1 C 0.992 0.323 0.936  C2 1.590, N6 1.501, H9 1.114, H10 1.062
2 C 0.637 1.788 0.432  C1 1.590, N7 1.456, H11 1.078, H12 1.055
3 C -0.008 0.238 -1.163  N6 1.301, N7 1.328, H13 1.085
4 C 0.370 -1.988 -0.009  N6 1.519, H14 1.018, H15 1.086, H16 1.000
5 N -2.839 0.594 0.222  O8 1.177, H17 1.078
6 N 0.536 -0.495 -0.237  C1 1.501, C3 1.301, C4 1.519
7 N 0.029 1.532 -0.866  C2 1.456, C3 1.328, H18 0.974
8 O -2.654 -0.524 -0.096  N5 1.177
9 H 2.091 0.148 0.980  C1 1.114
10 H 0.571 0.048 1.872  C1 1.062
11 H -0.129 2.301 0.991  C2 1.078
12 H 1.602 2.216 0.442  C2 1.055
13 H -0.267 -0.132 -2.149  C3 1.085
14 H -0.401 -2.091 -0.665  C4 1.018
15 H 1.283 -2.496 -0.303  C4 1.086
16 H 0.181 -2.151 0.959  C4 1.000
17 H -3.801 0.844 0.638  N5 1.078
18 H -0.562 2.056 -1.436  N7 0.974

Computed properties:
E_LUMO in Ha: -0.1467
Net charge: +1
2S+1: 1
Orbital gap in eV: 9.2

Atom charges from the natural (NBO) analysis, given in e for atoms 1 to 8: -0.220, -0.234, 0.382, -0.363, -0.023, -0.319, -0.521, -0.241

***

Relative energy table, unit eV: a) 0.000; b) 1.710

***

a) Formula: C4H5N2O4
Source: the OMol25 dataset
Level of theory: ωB97M-V with the def2-TZVPD basis set

Last columns: bonded neighbours and bond lengths (Å).
CARTESIAN COORDINATES (ANGSTROEM)
1 C -1.924 -0.034 0.184  N5 1.267, O7 1.180
2 C -0.790 -0.978 2.003  N5 1.382, O8 1.222, O9 1.362
3 C 0.786 0.337 0.559  N6 1.420, O9 1.412, O10 1.437, H11 1.100
4 C 0.363 0.448 -1.848  N6 1.413, H12 1.112, H13 1.135, H14 1.153
5 N -1.925 -0.546 1.342  C1 1.267, C2 1.382
6 N 0.238 -0.237 -0.619  C3 1.420, C4 1.413
7 O -2.499 0.292 -0.795  C1 1.180
8 O -0.928 -1.749 2.941  C2 1.222
9 O 0.437 -0.534 1.614  C2 1.362, C3 1.412
10 O 2.223 0.350 0.584  C3 1.437, H15 0.966
11 H 0.451 1.345 0.849  C3 1.100
12 H -0.448 1.145 -2.149  C4 1.112
13 H 1.375 0.924 -2.040  C4 1.135
14 H 0.177 -0.393 -2.615  C4 1.153
15 H 2.465 -0.371 -0.010  O10 0.966

Computed properties:
E_LUMO in Ha: 0.1426
Net charge: -1
2S+1: 1
Orbital gap in eV: 7.6

Atom charges from the natural (NBO) analysis, given in e for atoms 1 to 8: 0.898, 0.902, 0.485, -0.431, -0.681, -0.761, -0.558, -0.631

***

b) Formula: C4H5N2O4
Source: the OMol25 dataset
Level of theory: ωB97M-V with the def2-TZVPD basis set

Last columns: bonded neighbours and bond lengths (Å).
CARTESIAN COORDINATES (ANGSTROEM)
1 C -1.980 0.790 0.148  C3 1.603, O7 1.242, O8 1.227
2 C 1.933 -0.031 0.330  C4 1.420, N6 1.397, O9 1.228
3 C -1.106 -0.554 0.128  C1 1.603, N5 1.384, O10 1.298
4 C 1.385 -0.492 -0.897  C2 1.420, H11 1.120, H12 1.107
5 N -1.595 -1.724 -0.427  C3 1.384, O10 1.463, H13 1.054
6 N 1.687 1.334 0.493  C2 1.397, H14 1.045, H15 1.020
7 O -3.161 0.542 -0.148  C1 1.242
8 O -1.352 1.802 0.444  C1 1.227
9 O 2.562 -0.798 1.054  C2 1.228
10 O -1.246 -1.522 0.979  C3 1.298, N5 1.463
11 H 1.013 0.262 -1.636  C4 1.120
12 H 1.337 -1.589 -1.043  C4 1.107
13 H -2.646 -1.791 -0.415  N5 1.054
14 H 1.164 1.832 -0.262  N6 1.045
15 H 2.006 1.939 1.251  N6 1.020

Computed properties:
E_LUMO (spin up / spin down) in Ha: 0.1146 / 0.1425
Net charge: -1
2S+1: 1
Orbital gap (spin up / spin down) in eV: 6.9 / 8.6

Atom charges from the natural (NBO) analysis, given in e for atoms 1 to 8: 0.717, 0.562, 0.370, -0.483, -0.391, -0.842, -0.728, -0.721

***

Relative energy table, unit eV: a) 0.000; b) 3.820

***

a) Formula: C5H14S
Source: the OMol25 dataset
Level of theory: ωB97M-V with the def2-TZVPD basis set

Last columns: bonded neighbours and bond lengths (Å).
CARTESIAN COORDINATES (ANGSTROEM)
1 C 0.452 1.878 -1.980  S3 1.749, H4 1.093, H5 1.104, H6 1.088
2 C 2.162 0.038 -0.949  S3 1.763, H7 1.099, H8 1.079, H9 1.089
3 S 0.981 0.232 -2.244  C1 1.749, C2 1.763
4 H 0.160 2.118 -0.954  C1 1.093
5 H 1.336 2.508 -2.177  C1 1.104
6 H -0.333 2.203 -2.660  C1 1.088
7 H 1.708 -0.652 -0.224  C2 1.099
8 H 2.452 0.975 -0.500  C2 1.079
9 H 3.002 -0.530 -1.347  C2 1.089
10 C -1.107 -0.532 2.807  C11 1.550, C12 1.531, H13 1.076, H14 1.092
11 C -0.502 -1.213 1.553  C10 1.550, H15 1.078, H16 1.091, H19 1.093
12 C -2.633 -0.656 2.804  C10 1.531, H17 1.090, H18 1.095, H20 1.088
13 H -0.698 -1.002 3.685  C10 1.076
14 H -0.817 0.520 2.770  C10 1.092
15 H 0.518 -0.895 1.407  C11 1.078
16 H -1.127 -1.059 0.671  C11 1.091
17 H -2.888 -1.715 2.758  C12 1.090
18 H -3.002 -0.257 3.755  C12 1.095
19 H -0.425 -2.288 1.737  C11 1.093
20 H -3.096 -0.062 2.018  C12 1.088

Computed properties:
E_LUMO (spin up / spin down) in Ha: -0.1251 / -0.3092
Net charge: +1
2S+1: 2
Orbital gap (spin up / spin down) in eV: 10.9 / 5.9

Atom charges from the natural (NBO) analysis, given in e for atoms 1 to 8: -0.854, -0.832, 0.933, 0.294, 0.291, 0.291, 0.306, 0.272

***

b) Formula: C5H14S
Source: the OMol25 dataset
Level of theory: ωB97M-V with the def2-TZVPD basis set

Last columns: bonded neighbours and bond lengths (Å).
CARTESIAN COORDINATES (ANGSTROEM)
1 C -0.396 2.203 -1.921  C2 1.523, H3 1.134, H4 0.975, H5 1.135
2 C 0.014 1.383 -3.138  C1 1.523, H6 1.223, H7 1.154, H8 1.116
3 H 0.264 1.870 -1.060  C1 1.134
4 H -0.467 3.162 -2.075  C1 0.975
5 H -1.433 1.756 -1.809  C1 1.135
6 H -0.414 1.875 -4.172  C2 1.223
7 H 1.143 1.562 -3.288  C2 1.154
8 H -0.137 0.318 -2.844  C2 1.116
9 C 0.878 -1.608 1.110  C10 1.568, S12 1.772, H13 1.167, H14 1.052
10 C -0.583 -2.001 0.701  C9 1.568, H15 1.047, H16 1.089, H20 1.118
11 C 0.225 0.060 3.038  S12 1.747, H17 1.011, H18 1.078, H19 1.080
12 S 1.135 0.090 1.547  C9 1.772, C11 1.747
13 H 1.312 -2.460 1.778  C9 1.167
14 H 1.440 -1.724 0.228  C9 1.052
15 H -0.784 -2.146 -0.316  C10 1.047
16 H -1.310 -1.295 1.100  C10 1.089
17 H 0.100 0.947 3.505  C11 1.011
18 H -0.757 -0.379 2.971  C11 1.078
19 H 0.799 -0.637 3.630  C11 1.080
20 H -1.029 -2.977 1.015  C10 1.118

Computed properties:
E_LUMO (spin up / spin down) in Ha: -0.1298 / -0.3144
Net charge: +1
2S+1: 2
Orbital gap (spin up / spin down) in eV: 10.3 / 5.3

Atom charges from the natural (NBO) analysis, given in e for atoms 1 to 8: -0.576, -0.613, 0.160, 0.205, 0.197, 0.234, 0.197, 0.199

***

Relative energy table, unit eV: a) 0.000; b) 1.755

***

a) Formula: C6H16O
Source: the OMol25 dataset
Level of theory: ωB97M-V with the def2-TZVPD basis set

Last columns: bonded neighbours and bond lengths (Å).
CARTESIAN COORDINATES (ANGSTROEM)
1 C 0.685 1.119 -1.790  C2 1.552, O3 1.392, H4 1.097, H5 1.088
2 C 1.350 1.104 -3.192  C1 1.552, H6 1.087, H8 1.091, H9 1.090
3 O -0.683 0.861 -1.809  C1 1.392, H7 0.969
4 H 1.086 0.214 -1.318  C1 1.097
5 H 0.932 2.078 -1.339  C1 1.088
6 H 2.263 0.515 -3.183  C2 1.087
7 H -1.249 1.639 -1.922  O3 0.969
8 H 1.602 2.084 -3.601  C2 1.091
9 H 0.676 0.687 -3.940  C2 1.090
10 C -0.760 -0.381 1.306  C11 1.647, C12 1.523, C13 1.529, H14 1.085
11 C 0.881 -0.340 1.450  C10 1.647, H15 1.104, H21 1.078, H22 1.084
12 C -0.954 -1.791 0.765  C10 1.523, H16 1.088, H17 1.109, H18 1.090
13 C -1.225 -0.143 2.743  C10 1.529, H19 1.091, H20 1.089, H23 1.096
14 H -1.100 0.298 0.531  C10 1.085
15 H 1.187 -0.164 0.404  C11 1.104
16 H -0.714 -2.666 1.366  C12 1.088
17 H -2.035 -1.918 0.556  C12 1.109
18 H -0.409 -1.874 -0.176  C12 1.090
19 H -0.486 0.392 3.339  C13 1.091
20 H -2.232 0.271 2.777  C13 1.089
21 H 1.212 -1.324 1.741  C11 1.078
22 H 1.247 0.468 2.073  C11 1.084
23 H -1.273 -1.129 3.221  C13 1.096

Computed properties:
E_LUMO (spin up / spin down) in Ha: -0.0948 / -0.3605
Net charge: +1
2S+1: 2
Orbital gap (spin up / spin down) in eV: 12.2 / 4.1

Atom charges from the natural (NBO) analysis, given in e for atoms 1 to 8: -0.066, -0.634, -0.647, 0.177, 0.197, 0.228, 0.497, 0.231

***

b) Formula: C6H16O
Source: the OMol25 dataset
Level of theory: ωB97M-V with the def2-TZVPD basis set

Last columns: bonded neighbours and bond lengths (Å).
CARTESIAN COORDINATES (ANGSTROEM)
1 C -1.533 2.341 -1.967  C2 1.527, H7 1.082, H8 1.086, H9 1.095
2 C -1.405 1.102 -1.083  C1 1.527, C3 1.502, H10 1.094, H11 1.114
3 C -0.026 0.797 -0.574  C2 1.502, C4 1.549, H12 1.094, H13 1.107
4 C 0.409 -0.221 0.510  C3 1.549, C5 1.569, C6 1.532, H14 1.090
5 C -0.488 -1.480 0.243  C4 1.569, H15 1.100, H16 1.090, H17 1.089
6 C 1.859 -0.713 0.455  C4 1.532, H18 1.079, H19 1.091, H20 1.094
7 H -2.570 2.467 -2.250  C1 1.082
8 H -1.092 3.242 -1.553  C1 1.086
9 H -1.049 2.106 -2.920  C1 1.095
10 H -1.973 0.269 -1.507  C2 1.094
11 H -2.033 1.280 -0.180  C2 1.114
12 H 0.327 1.755 -0.180  C3 1.094
13 H 0.549 0.474 -1.463  C3 1.107
14 H 0.069 0.263 1.425  C4 1.090
15 H -1.512 -1.133 0.444  C5 1.100
16 H -0.281 -2.264 0.970  C5 1.090
17 H -0.532 -1.818 -0.792  C5 1.089
18 H 2.246 -1.230 1.320  C6 1.079
19 H 1.925 -1.407 -0.385  C6 1.091
20 H 2.465 0.157 0.185  C6 1.094
21 H 1.559 -1.186 3.033  O23 0.957
22 H 1.490 -2.755 2.816  O23 0.960
23 O 1.595 -2.045 3.453  H21 0.957, H22 0.960

Computed properties:
E_LUMO (spin up / spin down) in Ha: -0.1042 / -0.3696
Net charge: +1
2S+1: 2
Orbital gap (spin up / spin down) in eV: 12.1 / 4.9

Atom charges from the natural (NBO) analysis, given in e for atoms 1 to 8: -0.596, -0.405, -0.302, -0.101, -0.541, -0.614, 0.250, 0.229

***

Relative energy table, unit eV: a) 0.211; b) 0.000